{"formula": "C37H30FN3O19", "method": "wB97M-V/def2-TZVPD", "charge": 0, "smiles": "N#C[C@@H](COCOCCO)[C@](F)(C#N)c1ccccn1.O=C1C=C(O)C(=O)C=C1O.O=C1C=C(O)C(=O)C=C1O.O=C1C=C(O)C(=O)C=C1O.O=C1C=C(O)C(=O)C=C1O", "homo_lumo_gap_ev": 8.0, "e_tot_ha": -3121.53952, "elements": ["N", "C", "C", "C", "O", "C", "O", "C", "C", "O", "C", "F", "C", "N", "C", "C", "C", "C", "C", "N", "H", "H", "H", "H", "H", "H", "H", "H", "H", "H", "H", "H", "H", "H", "C", "C", "C", "O", "C", "C", "C", "O", "O", "O", "H", "H", "H", "H", "C", "C", "C", "O", "C", "C", "C", "O", "O", "O", "H", "H", "H", "H", "C", "C", "C", "O", "C", "C", "C", "O", "O", "O", "H", "H", "H", "H", "C", "C", "C", "O", "C", "C", "C", "O", "O", "O", "H", "H", "H", "H"], "xyz": [[-2.3794, -1.3389, 3.0843], [-3.3053, -1.3159, 2.4193], [-4.4371, -1.3084, 1.4755], [-4.2381, -2.5466, 0.5848], [-3.1616, -2.3317, -0.2856], [-1.9322, -2.8919, 0.0996], [-0.9949, -1.8538, 0.0389], [0.0903, -1.9898, 0.9285], [0.5304, -0.5929, 1.3692], [0.3724, 0.3209, 0.2863], [-5.7165, -1.3095, 2.3130], [-5.5421, -0.4600, 3.3934], [-5.9917, -2.6643, 2.8407], [-6.1085, -3.7931, 2.9390], [-6.9840, -0.8619, 1.5631], [-6.8955, -0.3442, 0.2843], [-8.0801, 0.0836, -0.3164], [-9.2366, -0.0511, 0.4257], [-9.2283, -0.6114, 1.6917], [-8.0998, -1.0214, 2.2694], [-4.2891, -0.4023, 0.8996], [-5.1383, -2.6672, -0.0225], [-4.1688, -3.4557, 1.1763], [-1.9682, -3.3368, 1.0976], [-1.6509, -3.6723, -0.6163], [-0.1660, -2.5221, 1.8477], [0.9548, -2.4714, 0.4687], [-0.1003, -0.2533, 2.1944], [1.5675, -0.6093, 1.7138], [0.8144, 1.1421, 0.5225], [-5.9892, -0.2433, -0.2881], [-8.0879, 0.5209, -1.3012], [-10.1798, 0.2655, 0.0007], [-10.1484, -0.7306, 2.2440], [-1.6998, 2.6138, 1.4185], [-0.8786, 3.5056, 1.9831], [-1.3532, 4.4777, 3.0248], [-0.5400, 5.2458, 3.5032], [-2.7585, 4.4504, 3.4040], [-3.5846, 3.5604, 2.8390], [-3.0973, 2.5769, 1.8135], [-3.8940, 1.7823, 1.3479], [-4.8769, 3.4825, 3.1402], [0.4148, 3.5961, 1.6629], [-1.3696, 1.9052, 0.6791], [-3.0930, 5.1634, 4.1440], [-5.2389, 2.7550, 2.6000], [0.7773, 4.3154, 2.2155], [6.0620, -3.1526, 0.1994], [4.7421, -3.0572, -0.0051], [3.7638, -3.9385, 0.7206], [2.5767, -3.7803, 0.4962], [4.2823, -4.9307, 1.6460], [5.6035, -5.0278, 1.8469], [6.5796, -4.1287, 1.1393], [7.7645, -4.2650, 1.3855], [6.1438, -5.9128, 2.6754], [4.2083, -2.1841, -0.8539], [6.7761, -2.5259, -0.3131], [3.5706, -5.5692, 2.1498], [7.1086, -5.7671, 2.6341], [3.2417, -2.3158, -0.8143], [-2.1406, 5.1347, -3.4991], [-1.7163, 4.4513, -2.4282], [-1.8014, 2.9522, -2.3605], [-1.3805, 2.4061, -1.3582], [-2.3839, 2.2396, -3.4835], [-2.8106, 2.9231, -4.5537], [-2.7033, 4.4213, -4.6337], [-3.0977, 4.9673, -5.6468], [-3.3542, 2.3373, -5.6145], [-1.1930, 5.0379, -1.3571], [-2.0830, 6.2121, -3.5605], [-2.4530, 1.1628, -3.4141], [-3.5686, 3.0572, -6.2386], [-0.9659, 4.3170, -0.7369], [7.9558, -0.2789, -2.8143], [8.7289, -1.1681, -2.1794], [10.1563, -0.8669, -1.8176], [10.7861, -1.7219, -1.2253], [10.7052, 0.4240, -2.1984], [9.9341, 1.3141, -2.8365], [8.4987, 1.0216, -3.1752], [7.8576, 1.8869, -3.7397], [10.3729, 2.5094, -3.2137], [8.2941, -2.3748, -1.8219], [6.9274, -0.4857, -3.0765], [11.7373, 0.6246, -1.9483], [9.6171, 2.9491, -3.6483], [9.0505, -2.8104, -1.3786]], "mulliken_charge": [-0.654, -0.449, 0.668, -1.277, -0.275, -0.602, -0.244, -0.336, -0.411, -0.538, 2.377, -0.336, -0.335, -0.543, -0.361, -0.068, -0.911, -0.237, -0.494, -0.449, 0.530, 0.420, 0.534, 0.413, 0.315, 0.360, 0.291, 0.250, 0.408, 0.224, 0.577, 0.445, 0.375, 0.414, -0.812, 0.268, 0.788, -0.635, -0.924, 0.169, 0.606, -0.522, -0.629, -0.603, 1.097, 0.451, 0.334, 0.371, -0.782, 0.235, 0.913, -0.557, -1.115, 0.385, 1.094, -0.650, -0.573, -0.579, 0.476, 0.449, 0.360, 0.320, -0.918, 0.343, 0.808, -0.226, -1.201, 0.373, 1.026, -0.623, -0.583, -0.599, 0.444, 0.524, 0.356, 0.282, -0.955, 0.268, 1.040, -0.621, -1.005, 0.392, 0.982, -0.616, -0.564, -0.557, 0.480, 0.419, 0.364, 0.349]}